# 1
Below is a cluster of 3 separate species, C11H24FNO6P2 in total, with properties calculated with ωB97M-V with the def2-TZVPD basis set.

As for the energy relative to the best compared isomer or geometry (same formula, charge and spin): 3.2 kcal/mol. The value obtained for the gap between HOMO and LUMO is 8.51 eV.

Atoms and positions in Å:
C  -2.14147  -1.84099  -0.01203
C  -3.62448  -2.08592  -0.33763
C  -3.87672  -3.29600  -1.19851
F  -5.25643  -3.41733  -1.39632
P  -3.09770  -3.11346  -2.91540
P  -2.19914  -2.62500  -4.97719
N  -2.77933  -1.23508  -5.45399
H  -2.04176  -1.57631  1.03722
H  -1.50740  -2.70255  -0.20001
H  -1.75221  -1.00231  -0.58625
H  -4.21546  -2.14756  0.57364
H  -4.01671  -1.22813  -0.89178
H  -3.54765  -4.22062  -0.71584
H  -3.84343  -4.19121  -3.44913
H  -3.64230  -1.80062  -3.05886
H  -1.80015  -3.40829  -2.39352
H  -0.79724  -2.62017  -4.75535
H  -2.38616  -3.70169  -5.86790
H  -3.19818  -1.27288  -6.37175
C  0.10872  3.66482  -0.07313
C  0.94237  2.42872  -0.27063
C  0.49355  1.48037  -1.36420
O  0.96988  0.21279  -0.87805
C  1.04690  0.28663  0.46780
O  1.25253  -0.63603  1.18927
O  0.85759  1.55689  0.88196
H  0.41422  4.18737  0.83180
H  0.23721  4.33815  -0.91985
H  -0.94752  3.41000  0.01952
H  1.99595  2.69042  -0.40037
H  0.92444  1.68583  -2.33934
H  -0.59505  1.43538  -1.44301
C  2.72130  1.00777  4.89810
C  3.22433  1.42068  3.54210
C  4.65236  1.04138  3.21412
O  5.02853  2.06863  2.28346
C  4.27324  3.16278  2.54139
O  4.44431  4.23126  2.05333
O  3.29704  2.86031  3.42460
H  1.75606  1.46853  5.10122
H  2.60181  -0.07445  4.93441
H  3.41477  1.31636  5.68152
H  2.54977  1.06823  2.75803
H  4.75522  0.06571  2.74815
H  5.30440  1.10763  4.08838

Cartesian forces (eV/Å) of the 6 atoms listed first:
C -0.25 0.18 0.15
C 0.04 0.24 -0.14
C 0.13 -0.05 0.01
F -0.18 0.00 -0.11
P -0.07 -0.06 0.43
P -0.16 0.63 -0.15



# 2
Below is a structure of composition C11H24MgNO11, with properties calculated with ωB97M-V with the def2-TZVPD basis set.

As for the net charge: -1. As for the energy relative to the best compared isomer or geometry (same formula, charge and spin): 356.4 kcal/mol. The value obtained for the gap between HOMO and LUMO is 2.47 eV.

Atoms and positions in Å:
Mg  1.48579  2.72805  -3.25941
C  0.23087  -3.59443  -4.80848
C  -0.75663  -2.45518  -5.13960
C  -2.17441  -2.87023  -5.16049
O  -0.46344  -1.48627  -4.22792
H  1.24619  -3.36446  -5.13150
H  0.00637  -4.38992  -5.51903
H  -0.00264  -4.04912  -3.84576
H  -0.48198  -2.20088  -6.16332
H  -2.57353  -3.32851  -4.25562
H  -2.21089  -3.60738  -5.96259
H  -2.84820  -2.03299  -5.34250
C  0.68859  -1.77483  2.96712
N  -0.38136  -2.00183  3.99659
C  -1.77006  -1.87876  3.30193
C  -0.33522  -3.44607  4.49521
C  -0.20846  -1.14267  5.23562
C  -1.42705  -0.81914  6.12073
O  -2.26642  -1.80407  6.57360
H  0.43683  -0.81642  2.51305
H  0.53010  -2.49166  2.16142
H  1.68737  -1.83374  3.39963
H  -1.63519  -2.36001  2.33326
H  -1.98769  -0.83632  3.06942
H  -2.44289  -2.47065  3.92248
H  -1.09792  -3.61853  5.25458
H  0.66361  -3.64548  4.88339
H  -0.56825  -4.15137  3.69750
H  0.11322  -0.20503  4.78235
H  0.56560  -1.53951  5.89247
H  -2.13952  -0.16294  5.62083
H  -1.14046  -0.37681  7.07484
H  -2.57610  -1.44155  7.40683
O  1.58604  5.02219  2.86980
C  0.72978  4.81393  1.89093
O  1.13411  4.69001  0.75051
O  -0.44481  4.56539  2.12234
H  0.95980  4.90450  3.58784
O  7.34966  2.41911  -3.63786
C  6.04729  2.37205  -3.71185
O  5.28040  3.04832  -4.45199
O  5.32458  1.70316  -3.00910
H  7.67415  3.15669  -4.15967
O  -2.84419  6.40536  -6.55250
C  -2.12365  6.40140  -5.44315
O  -1.35124  5.42905  -5.27048
O  -2.27333  7.33462  -4.70386
H  -3.21486  7.20288  -6.16759

Cartesian forces (eV/Å) of the 6 atoms listed first:
Mg 0.15 0.10 -0.06
C -0.90 -1.23 -1.52
C 1.65 0.86 1.79
C -1.13 -0.71 -0.35
O 0.01 0.64 -0.02
H 0.12 0.40 1.11



# 3
Below is a cluster of 2 separate species, C11H24N3O2PS in total, with properties calculated with ωB97M-V with the def2-TZVPD basis set.

The value obtained for the gap between HOMO and LUMO is 5.09 eV.

Atoms and positions in Å:
C  0.49774  -4.41745  1.97287
C  1.27861  -3.14106  1.65404
C  0.49159  -2.09882  0.85615
C  -0.28523  -1.03508  1.63415
C  -1.56548  -1.50601  2.34516
N  -2.68314  -0.69346  1.88676
P  -3.95423  -1.42597  1.32158
O  -3.66624  -1.91158  -0.23694
O  -5.02996  -0.23833  1.07194
S  -4.82291  -2.95891  2.20266
H  -0.19333  -4.27105  2.80331
H  1.17548  -5.22419  2.25707
H  -0.08978  -4.74530  1.11403
H  2.15868  -3.42863  1.07146
H  1.64573  -2.69945  2.58505
H  -0.20065  -2.59724  0.16807
H  1.21023  -1.53243  0.24496
H  0.41965  -0.54620  2.31934
H  -0.62877  -0.27270  0.92791
H  -1.70119  -2.57337  2.12408
H  -1.45314  -1.40909  3.43132
H  -3.93181  -2.83501  -0.29437
H  -4.57478  0.51908  0.69234
C  3.05291  4.37800  -3.15061
C  3.27000  3.38687  -2.02222
N  2.07192  2.57789  -1.75127
C  2.03956  1.20474  -1.63931
C  0.76417  0.86627  -1.33740
N  0.04232  2.02847  -1.25442
C  0.85046  3.04962  -1.51038
C  -1.38617  2.10529  -0.91489
H  2.26444  5.09305  -2.91621
H  3.96944  4.94104  -3.31707
H  2.78703  3.86582  -4.07481
H  3.54969  3.89357  -1.09897
H  4.06432  2.68574  -2.26750
H  2.92251  0.60675  -1.77292
H  0.27529  -0.07145  -1.13059
H  0.56237  4.08611  -1.51404
H  -1.93663  2.53884  -1.74597
H  -1.51477  2.70742  -0.01956
H  -1.74591  1.09823  -0.71482

Cartesian forces (eV/Å) of the 6 atoms listed first:
C -0.04 0.09 0.24
C -0.13 -0.22 -0.05
C 0.02 0.47 -0.15
C 0.37 -0.20 0.12
C -0.18 0.32 -0.34
N 0.02 0.03 0.02



# 4
Below is a structure of composition C11H25AsIrN5O2, with properties calculated with ωB97M-V with the def2-TZVPD basis set.

As for the net charge: +2. As for the energy relative to the best compared isomer or geometry (same formula, charge and spin): 28.4 kcal/mol. The value obtained for the gap between HOMO and LUMO is 7.79 eV.

Atoms and positions in Å:
Ir  -0.10231  0.53259  0.08118
N  1.87514  -0.05740  -0.13148
C  2.81622  0.23915  0.98857
C  2.32010  -0.34930  2.29176
C  1.08699  0.43899  2.64810
O  1.06122  1.32985  3.43885
O  -0.00974  0.06645  1.91007
H  1.82216  -1.06434  -0.28619
H  2.25918  0.35276  -0.98086
H  2.91598  1.32024  1.06774
H  3.80095  -0.16679  0.74962
H  3.06188  -0.23049  3.07739
H  2.05951  -1.40487  2.19159
C  -4.84295  -3.38559  -1.81288
C  -5.81548  -2.27756  -1.41819
C  -6.07720  -1.31216  -2.57096
C  -5.37878  -1.53260  -0.15220
N  -4.01847  -0.96389  -0.26374
C  -2.84083  -1.56038  -0.11834
N  -1.91455  -0.65910  -0.38039
N  -2.56303  0.50079  -0.65985
N  -3.82775  0.31380  -0.59404
H  -5.24796  -3.94990  -2.65112
H  -4.67783  -4.09170  -0.99500
H  -3.87989  -2.98479  -2.14282
H  -6.76204  -2.74929  -1.14243
H  -5.18143  -0.74315  -2.83517
H  -6.86480  -0.60079  -2.32045
H  -6.39091  -1.86176  -3.45715
H  -5.37757  -2.19541  0.71168
H  -6.03659  -0.68828  0.03970
H  -2.68528  -2.58949  0.15771
C  1.82026  3.68304  0.09456
As  0.04978  2.93421  0.04782
C  -0.77174  3.63568  1.63208
C  -0.79806  3.77889  -1.45508
H  1.72170  4.76592  0.01719
H  2.42970  3.32665  -0.73426
H  2.29368  3.43982  1.04452
H  -0.61985  4.71500  1.62414
H  -0.29502  3.19810  2.50890
H  -1.83716  3.41438  1.64747
H  -0.70041  4.85121  -1.28655
H  -1.84871  3.50285  -1.50800
H  -0.30250  3.50889  -2.38548

Cartesian forces (eV/Å) of the 6 atoms listed first:
Ir 0.04 0.31 -1.37
N -0.32 1.00 -0.12
C 0.58 -0.25 0.05
C -0.39 0.06 0.15
C 0.31 -0.03 0.14
O -0.34 -0.01 -0.13



# 5
Below is a structure of composition C11H25IrN2O5P2, with properties calculated with ωB97M-V with the def2-TZVPD basis set.

As for the net charge: +1. The expectation value of S² is 8.78. Its spin multiplicity is 6. The value obtained for the gap between HOMO and LUMO (spin up / spin down) is 6.67 / 5.08 eV.

Atoms and positions in Å:
C  3.25627  -0.08599  -1.60165
C  2.21697  -0.13456  -0.67829
N  0.92825  -0.25638  -1.10376
C  0.65294  -0.37694  -2.43073
C  1.66503  -0.31057  -3.38019
C  2.98587  -0.16170  -2.96612
C  2.43879  0.03455  0.79489
P  1.05469  -0.73356  1.75150
Ir  -0.67768  -0.35700  0.29766
P  -1.95535  0.05295  -1.57813
C  -0.77743  -0.63618  -2.81436
O  2.37996  2.85807  2.00290
O  -0.28690  2.87304  2.43274
H  4.26403  0.01108  -1.21001
H  1.37948  -0.36507  -4.42519
H  3.78730  -0.10632  -3.69023
C  1.46201  -2.49233  2.00759
C  1.13764  -0.01584  3.42716
H  -1.01598  -0.25133  -3.80671
H  -0.99880  -1.72149  -2.81144
H  2.46473  1.11172  1.10968
H  3.37882  -0.43455  1.09470
C  -3.52064  -0.86535  -1.77689
C  -2.35348  1.76514  -2.09178
H  -0.45016  2.27345  1.65389
H  -0.92601  2.56925  3.10883
H  1.45626  2.99175  2.35152
H  2.45897  3.52408  1.28482
H  -0.80621  -1.88236  0.07518
H  -0.51574  1.22568  0.48177
H  2.40740  -2.59743  2.55660
H  0.65389  -2.96957  2.58155
H  1.54454  -2.98019  1.02883
H  2.12996  -0.17223  3.86904
H  0.94375  1.06091  3.38031
H  0.38530  -0.49505  4.06764
H  -2.80993  1.76102  -3.09414
H  -3.06038  2.20376  -1.36862
H  -1.42475  2.35305  -2.10634
H  -3.91497  -0.73842  -2.79665
H  -3.34265  -1.93246  -1.57828
H  -4.26690  -0.48987  -1.05764
O  -4.28991  -0.58512  2.49728
N  -3.68486  -1.32705  1.79947
O  -3.91371  -2.49034  1.43681
O  -2.44041  -0.70426  1.27479

Cartesian forces (eV/Å) of the 6 atoms listed first:
C -1.21 -0.08 4.11
C 4.31 0.56 -0.69
N -1.32 -0.33 1.13
C 0.86 -0.04 -4.54
C -3.92 -0.19 0.91
C 1.92 0.15 -1.91